Molecular formula: C48H45AsBiBr2Cl4GeN5O3Se
Method: DFT, ωB97M-V/def2-TZVPD

XYZ file:
```
111
C48H45AsBiBr2Cl4GeN5O3Se ωB97M-V/def2-TZVPD
Bi 0.51209 -0.55233 0.38863
Br 2.62078 -4.13919 -2.64658
C 0.83730 -3.55923 -2.91003
C 0.20803 -3.89340 -4.09838
C -1.08145 -3.48499 -4.30886
Br -1.91704 -3.93444 -5.96152
C -1.80112 -2.78785 -3.32800
C -3.12320 -2.33313 -3.48501
C -3.74586 -1.70182 -2.44437
C -3.04456 -1.55064 -1.24259
N -1.80660 -1.92649 -1.06986
C -1.15525 -2.50719 -2.08609
C 0.23821 -2.82456 -1.88214
O 0.90250 -2.50932 -0.83172
H 0.75066 -4.44094 -4.85470
H -3.61319 -2.46475 -4.44074
H -4.75520 -1.32815 -2.53119
H -3.52205 -1.06587 -0.40206
C 0.36547 3.62116 -3.57727
C -0.61660 3.62055 -2.40549
C -0.19732 4.55268 -1.31046
C -0.71270 5.83786 -1.27106
C -0.32458 6.73506 -0.29298
C 0.59081 6.33580 0.66452
C 1.12535 5.05849 0.65518
C 2.14740 4.65809 1.67903
C 3.57475 4.94001 1.20880
C 0.72260 4.14320 -0.32987
N 1.19088 2.83828 -0.30686
C 2.24456 2.52827 -0.96609
C 2.86744 1.26700 -1.07184
C 4.13043 1.05686 -1.64760
C 4.41443 -0.29549 -1.52106
C 3.32217 -0.86149 -0.88177
N 2.39708 0.06519 -0.61702
H 0.06628 2.87947 -4.31258
H 1.36318 3.36332 -3.23649
H 0.40427 4.59737 -4.05984
H -0.68087 2.60705 -2.00752
H -1.60482 3.91418 -2.77255
H -1.43131 6.12927 -2.02705
H -0.73510 7.73595 -0.28131
H 0.90502 7.03171 1.43280
H 2.04545 3.58772 1.86826
H 1.97210 5.20752 2.60850
H 3.81141 4.33437 0.33880
H 4.28233 4.69530 1.99915
H 3.69664 5.98954 0.94093
H 2.79327 3.31027 -1.51749
H 4.75833 1.81447 -2.08337
H 5.29018 -0.81933 -1.85649
H 3.16150 -1.88133 -0.59373
Cl -0.20085 -3.31059 1.82987
C 1.50933 -3.46293 2.14244
C 2.01870 -4.71119 2.38945
C 3.35920 -4.85953 2.71588
C 4.15849 -3.72747 2.79916
C 3.63210 -2.49101 2.53077
Cl 4.67273 -1.10998 2.60038
C 2.28264 -2.26045 2.13958
N 1.83233 -1.07174 1.84231
H 1.36560 -5.57045 2.33739
H 3.77708 -5.83878 2.88577
H 5.20467 -3.80796 3.05903
Se -0.00903 -0.07636 -4.64473
C -0.72218 0.30741 -3.09893
N -1.21705 0.58910 -2.08683
Cl -5.21409 -2.09112 1.79741
C -3.71112 -1.70849 2.63043
Cl -4.00076 -1.52731 4.36641
C -3.11421 -0.38309 2.13431
O -3.95619 0.42062 1.59933
O -1.93387 -0.17252 2.27485
H -2.99937 -2.52756 2.49661
C 0.28865 -0.07013 4.30064
As 0.70017 1.16443 2.81996
C 2.57549 1.53867 3.33027
C -0.11042 2.73727 3.82085
H 0.92978 0.12018 5.16215
H 0.45344 -1.08442 3.95556
H -0.75142 0.04087 4.60029
H 2.65491 2.45292 3.92066
H 3.17907 1.63129 2.43124
H 2.97011 0.70168 3.89946
H 0.25540 2.82806 4.84555
H -1.18616 2.57933 3.84780
H 0.06431 3.67025 3.29263
Ge -3.13074 1.85439 0.58149
C -4.56102 1.95960 -0.78204
C -4.27094 1.63907 -2.10150
C -5.25676 1.72281 -3.06999
C -6.53481 2.13461 -2.72978
C -6.83478 2.43125 -1.40984
C -5.85339 2.33865 -0.43907
C -3.19790 3.38444 1.85624
C -2.47645 4.52092 1.51443
C -2.50624 5.65073 2.31009
C -3.24327 5.65081 3.48265
C -3.95920 4.51982 3.84102
C -3.94216 3.39687 3.02945
H -1.80404 1.36737 0.10040
H -3.26531 1.32790 -2.35322
H -5.01942 1.46753 -4.09170
H -7.29833 2.22528 -3.49251
H -7.83675 2.74053 -1.13880
H -6.08070 2.56668 0.59727
H -1.88384 4.51048 0.61382
H -1.93770 6.52075 2.01591
H -3.25898 6.53216 4.11220
H -4.52662 4.50584 4.76338
H -4.50426 2.51704 3.31269
```

Output
Kohn-Sham gap ... 5.65 eV
Highest occupied orbital energy ... -1.90 eV
LUMO level ... 3.7 eV
Net charge ... -2
2S+1 ... 1

Here are the Löwdin charges for atoms 1 to 5, given in e: 1.624 0.752 -0.598 -0.204 -0.664